Density functional theory data (ωB97M-V/def2-TZVPD) for 2 unconnected molecules or ions with the total composition CNO4S.

Bonds (Å) are listed after each position.
Atoms and positions in Å:
1 S 0.258 1.160 -0.369  C7 2.154
2 O -2.543 0.552 0.719  N6 1.200
3 O 2.714 0.584 -0.230  C7 1.175
4 O 1.572 -1.195 0.614  C7 1.183
5 O -2.055 -0.945 -0.748  N6 1.195
6 N -1.826 0.022 -0.084  O2 1.200, O5 1.195
7 C 1.881 -0.177 0.097  S1 2.154, O3 1.175, O4 1.183

Properties
Energy: -791.966196 Ha
Energy relative to the best compared isomer or geometry (same formula, charge and spin): 288.6 kJ/mol
Strongest force on any atom: 3.43 eV Å⁻¹
Charge: -1
LUMO energy (alpha / beta): 2.94 / 2.94 eV

Population analysis type natural (NBO), resulting atomic charges in e:
1. S -0.3195
2. O -0.4173
3. O -0.6383
4. O -0.6267
5. O -0.4019
6. N 0.4928
7. C 0.9108